The following is a DFT calculation (ωB97M-V/def2-TZVPD) of the ion C7H14N3O4 with charge +1 at a distorted geometry.

```
28
Properties=species:S:1:pos:R:3:forces:R:3
C 0.874 -0.834 -0.997 -0.139 -0.399 -0.714
C -0.132 1.500 -0.875 0.173 -0.387 0.443
C -1.875 1.387 0.822 0.171 -0.805 -0.120
C -0.906 -0.499 2.191 -1.320 1.550 -0.527
C 0.354 -1.477 0.284 -1.194 -0.540 0.540
C 0.927 -1.799 -2.165 -2.460 1.231 0.203
C 0.834 2.187 -1.802 -1.204 0.325 0.324
N 0.347 -0.817 1.410 1.722 0.005 -0.262
N -0.924 2.105 -0.097 -0.282 -0.806 0.108
N -1.150 0.859 1.991 -2.655 -0.864 -2.086
O 2.090 -0.274 -0.805 1.926 0.291 -1.153
O -0.199 0.089 -1.080 -0.806 0.469 -0.392
O -0.763 -0.722 3.488 2.288 1.338 3.899
O -0.415 -2.557 0.151 0.563 0.837 1.949
H -2.702 2.128 1.187 1.588 -1.487 -1.045
H -2.278 0.394 0.351 0.140 2.205 0.497
H -1.803 -1.016 1.862 0.445 -0.816 -0.604
H -0.057 -2.213 -2.299 -0.439 -0.440 0.045
H 1.568 -2.567 -1.881 1.433 -1.377 -0.058
H 1.085 -1.311 -3.119 0.746 0.276 0.026
H 1.872 2.236 -1.467 -0.126 -0.704 -0.362
H 0.502 3.200 -1.784 -0.164 0.914 -0.091
H 0.576 1.823 -2.803 0.905 -0.127 0.063
H 1.061 -0.056 1.549 -0.900 -1.076 -0.654
H 2.610 -0.420 -1.661 -0.773 0.524 1.874
H -0.512 1.361 2.485 1.803 2.703 1.270
H -0.310 0.110 3.971 -1.560 -2.886 -1.480
H -0.675 -2.818 1.093 0.119 0.046 -1.694
```
Forces are in eV/Å.

Electronic energy = -20137.247 eV
Energy relative to the best compared isomer or geometry (same formula, charge and spin) = 70.2 kcal per mole
Charge = +1
Frontier orbital gap = 9.14 eV
2S+1 = 1
HOMO = -0.4851 hartree

Okay, here come the Löwdin numbers, in e, for every atom: -0.550, -0.344, -0.134, -0.482, -0.187, 0.056, 0.013, 0.218, 0.130, 0.019, 0.073, 0.017, 0.052, 0.184, 0.152, 0.151, 0.174, 0.102, 0.093, 0.118, 0.095, 0.079, 0.106, 0.205, 0.176, 0.091, 0.205, 0.190

The following is a DFT calculation (ωB97M-V/def2-TZVPD) of a cluster of 9 separate species, CH19NO8 in total at a distorted geometry.

```
29
Properties=species:S:1:pos:R:3:forces:R:3
C -0.448 2.653 2.044 -1.241 0.952 0.349
N -0.310 1.889 1.066 1.393 -0.595 -0.216
H 0.108 2.547 2.979 0.332 -0.472 -0.234
H -1.176 3.473 2.142 0.007 -0.080 -0.465
H -0.801 2.002 0.184 -0.781 0.499 0.442
H 2.178 -0.812 -0.511 -0.047 -0.155 -0.216
H 1.272 0.328 -0.302 -0.325 0.153 0.383
O 1.445 -0.342 -0.972 0.234 -0.010 -0.052
H -1.855 -3.875 0.322 0.104 0.333 -0.105
H -1.594 -2.387 -0.121 -0.294 -0.573 -0.528
O -2.204 -2.977 0.367 0.059 0.140 0.364
H 0.446 0.568 -2.204 -0.058 -0.018 -0.731
H 0.769 1.649 -3.222 -0.116 -0.093 -0.173
O 0.103 0.975 -3.033 0.348 0.160 0.616
H -1.446 1.662 -2.326 -0.645 -0.287 -0.034
H -2.963 1.278 -2.274 -0.414 -0.522 -0.479
O -2.285 1.762 -1.828 1.033 0.845 0.595
H 1.274 -0.283 1.933 -0.344 0.047 0.048
H 1.524 1.198 1.688 -0.199 -0.363 -0.084
O 1.959 0.332 1.657 0.466 0.251 0.459
H 3.705 -1.249 1.211 0.590 0.963 -0.225
H 4.160 -0.727 -0.329 0.250 -0.009 1.370
O 3.624 -1.282 0.257 -0.405 -1.176 -1.387
H -2.157 -0.993 3.052 -0.201 -0.386 -0.108
H -1.894 -1.772 1.676 -0.320 0.236 0.731
O -1.702 -0.969 2.210 0.543 0.149 -0.391
H -1.011 -1.547 -2.556 -0.109 0.161 -0.612
H 0.097 -1.383 -1.466 -0.673 -0.053 -0.160
O -0.817 -1.716 -1.644 0.813 -0.098 0.842
```
Forces are in eV/Å.

Electronic energy = -19215.121 eV
Frontier orbital gap = 10.41 eV
2S+1 = 1
HOMO = -0.3656 hartree

Okay, here come the Löwdin numbers, in e, for every atom: -0.110, 0.051, 0.065, 0.071, 0.050, 0.018, 0.025, -0.088, 0.056, 0.009, -0.074, 0.009, 0.062, -0.067, -0.008, 0.018, -0.074, 0.050, 0.003, -0.081, 0.057, 0.078, -0.048, 0.022, -0.009, -0.086, 0.040, 0.020, -0.058

Which value of frontier orbital gap does entry 1 give? 9.14 eV

Which value of frontier orbital gap does entry 1 give? 9.14 eV

Copy entry 2 word for word.
The following is a DFT calculation (ωB97M-V/def2-TZVPD) of a cluster of 9 separate species, CH19NO8 in total at a distorted geometry.

```
29
Properties=species:S:1:pos:R:3:forces:R:3
C -0.448 2.653 2.044 -1.241 0.952 0.349
N -0.310 1.889 1.066 1.393 -0.595 -0.216
H 0.108 2.547 2.979 0.332 -0.472 -0.234
H -1.176 3.473 2.142 0.007 -0.080 -0.465
H -0.801 2.002 0.184 -0.781 0.499 0.442
H 2.178 -0.812 -0.511 -0.047 -0.155 -0.216
H 1.272 0.328 -0.302 -0.325 0.153 0.383
O 1.445 -0.342 -0.972 0.234 -0.010 -0.052
H -1.855 -3.875 0.322 0.104 0.333 -0.105
H -1.594 -2.387 -0.121 -0.294 -0.573 -0.528
O -2.204 -2.977 0.367 0.059 0.140 0.364
H 0.446 0.568 -2.204 -0.058 -0.018 -0.731
H 0.769 1.649 -3.222 -0.116 -0.093 -0.173
O 0.103 0.975 -3.033 0.348 0.160 0.616
H -1.446 1.662 -2.326 -0.645 -0.287 -0.034
H -2.963 1.278 -2.274 -0.414 -0.522 -0.479
O -2.285 1.762 -1.828 1.033 0.845 0.595
H 1.274 -0.283 1.933 -0.344 0.047 0.048
H 1.524 1.198 1.688 -0.199 -0.363 -0.084
O 1.959 0.332 1.657 0.466 0.251 0.459
H 3.705 -1.249 1.211 0.590 0.963 -0.225
H 4.160 -0.727 -0.329 0.250 -0.009 1.370
O 3.624 -1.282 0.257 -0.405 -1.176 -1.387
H -2.157 -0.993 3.052 -0.201 -0.386 -0.108
H -1.894 -1.772 1.676 -0.320 0.236 0.731
O -1.702 -0.969 2.210 0.543 0.149 -0.391
H -1.011 -1.547 -2.556 -0.109 0.161 -0.612
H 0.097 -1.383 -1.466 -0.673 -0.053 -0.160
O -0.817 -1.716 -1.644 0.813 -0.098 0.842
```
Forces are in eV/Å.

Electronic energy = -19215.121 eV
Frontier orbital gap = 10.41 eV
2S+1 = 1
HOMO = -0.3656 hartree

Okay, here come the Löwdin numbers, in e, for every atom: -0.110, 0.051, 0.065, 0.071, 0.050, 0.018, 0.025, -0.088, 0.056, 0.009, -0.074, 0.009, 0.062, -0.067, -0.008, 0.018, -0.074, 0.050, 0.003, -0.081, 0.057, 0.078, -0.048, 0.022, -0.009, -0.086, 0.040, 0.020, -0.058

Which of these has the lowest HOMO? C7H14N3O4